(1)
Entry from the OMol25 dataset: a single C3H5P molecule (wB97M-V/def2-TZVPD).

Last column: Löwdin charge in e.
Positions of all 9 atoms, in Å:
C1 -2.36720 -0.55541 0.16768  -0.020
C2 -1.36866 0.09406 -0.07399  -0.442
C3 1.37843 0.01788 0.31139  -0.426
P1 0.04613 1.28668 0.05663  0.759
H1 -3.04479 -1.43550 -0.03367  0.048
H2 1.30985 -0.58984 1.33515  0.084
H3 2.36733 0.40783 0.31587  -0.011
H4 1.39495 -0.62526 -0.61414  0.036
H5 0.28397 1.39955 -1.46492  -0.027

## Properties
LUMO level: 0.88 eV
SMILES: C#CPC
Max |F|: 2.73 eV/Å
Energy relative to the best compared isomer or geometry (same formula, charge and spin): 18.77 kcal/mol
HOMO level: -9.277 eV
Kohn-Sham gap: 10.16 eV

(2)
Entry from the OMol25 dataset: a single C3H5PS molecule (wB97M-V/def2-TZVPD).

Last column: Löwdin charge in e.
Positions of all 10 atoms, in Å:
C1 0.93821 1.38580 0.24522  -0.490
C2 0.03579 0.17818 -0.29996  -0.346
C3 0.29726 -1.00743 0.50598  -0.544
P1 2.43233 0.95798 0.96361  0.569
S1 2.12646 -1.10699 0.96726  0.426
H1 0.75946 2.47550 0.28978  0.020
H2 -1.06565 0.59527 -0.12115  0.141
H3 0.21860 0.11395 -1.37955  0.100
H4 -0.28830 -1.18607 1.36091  0.051
H5 0.26626 -1.96333 -0.08387  0.073

## Properties
LUMO level: 0.37 eV
SMILES: C1=PSCC1
Max |F|: 5.16 eV/Å
Energy relative to the best compared isomer or geometry (same formula, charge and spin): 3.86 kcal/mol
HOMO level: -8.270 eV
Kohn-Sham gap: 8.64 eV

(3)
Entry from the OMol25 dataset: a single C3H5PS molecule (wB97M-V/def2-TZVPD).

Last column: Löwdin charge in e.
Positions of all 10 atoms, in Å:
C1 1.70173 -1.54413 0.38863  -0.259
C2 -0.48485 0.05102 -0.22440  -1.125
C3 -1.08424 1.41771 -0.23495  -0.232
P1 1.30406 -0.03127 -0.57271  0.851
S1 -1.42207 -1.26906 0.00788  0.650
H1 2.72165 -1.87608 0.40992  -0.033
H2 0.93317 -2.05628 0.93323  -0.059
H3 -0.64635 2.01998 0.56425  0.076
H4 -0.86142 1.92125 -1.17718  0.072
H5 -2.16169 1.36684 -0.09468  0.058

## Properties
LUMO level (alpha / beta): -1.16 / -1.16 eV
SMILES: C=PC(C)=S
Max |F|: 4.99 eV/Å
Energy relative to the best compared isomer or geometry (same formula, charge and spin): 32.48 kcal/mol
HOMO level (alpha / beta): -8.458 / -8.458 eV
Kohn-Sham gap (alpha / beta): 7.30 / 7.30 eV

(4)
Entry from the OMol25 dataset: C3H5PS as an isolated structure (wB97M-V/def2-TZVPD).

Last column: Löwdin spin population.
Positions of all 10 atoms, in Å:
C1 0.38129 0.40853 0.40574  0.077
C2 1.24644 -0.50430 -0.33365  0.285
C3 1.37091 0.94821 -0.51246  0.339
P1 -1.42506 0.45831 0.27011  0.024
S1 2.81225 0.10592 0.17182  1.235
H1 0.57665 0.57899 1.74882  0.006
H2 0.91062 -1.28874 -1.08578  0.014
H3 1.40611 1.52558 -1.34762  0.014
H4 -1.35492 -0.24919 1.51430  0.005
H5 -1.51746 -0.71864 -0.56349  0.002

## Properties
LUMO level (alpha / beta): 0.96 / -2.17 eV
Max |F|: 4.46 eV/Å
Energy relative to the best compared isomer or geometry (same formula, charge and spin): 105.12 kcal/mol
Multiplicity: 3
HOMO level (alpha / beta): -4.766 / -9.605 eV
Kohn-Sham gap (alpha / beta): 5.72 / 7.43 eV

(5)
Entry from the OMol25 dataset: a 2-piece molecular cluster, C3H6 overall (wB97M-V/def2-TZVPD).

Last column: Löwdin charge in e.
Positions of all 9 atoms, in Å:
C1 -0.53803 -1.97848 0.53538  -0.136
C2 0.73718 -1.58196 0.52550  0.120
C3 0.42680 1.44179 -0.40375  -0.033
H1 -1.18845 -2.77143 0.78566  0.034
H2 -1.04125 -1.12251 0.11508  0.035
H3 -0.48552 1.81783 0.03650  0.029
H4 0.17628 1.14831 -1.34043  -0.011
H5 0.81746 0.72075 0.17615  -0.084
H6 1.09553 2.32570 -0.43008  0.047

## Properties
LUMO level: -0.24 eV
Max |F|: 4.53 eV/Å
Energy relative to the best compared isomer or geometry (same formula, charge and spin): 87.75 kcal/mol
HOMO level: -10.767 eV
Kohn-Sham gap: 10.52 eV

(6)
Entry from the OMol25 dataset: C3H6AgO2 as an isolated structure (wB97M-V/def2-TZVPD).

Last column: Löwdin charge in e.
Positions of all 12 atoms, in Å:
O1 -0.68402 -0.47589 -1.94864  -0.296
Ag1 -2.91152 -0.82508 -2.66585  0.862
H1 -0.05825 -1.08322 -2.37319  0.049
C1 0.81417 0.36507 -0.80340  -0.025
C2 0.87936 0.43101 0.51026  0.053
H2 -0.41951 0.73553 -1.68151  0.224
H3 1.62669 0.48544 -1.51987  0.090
O2 0.68010 -0.21381 2.82497  -0.033
C3 0.01489 0.04002 1.61651  -0.297
H4 -0.67741 0.90943 1.69347  0.141
H5 1.34624 0.46716 2.96542  0.098
H6 -0.61075 -0.83564 1.38184  0.135

## Properties
LUMO level (alpha / beta): -6.18 / -6.18 eV
Max |F|: 6.75 eV/Å
Energy relative to the best compared isomer or geometry (same formula, charge and spin): 77.51 kcal/mol
Net charge: +1
HOMO level (alpha / beta): -13.339 / -13.338 eV
Kohn-Sham gap (alpha / beta): 7.16 / 7.16 eV

(7)
Entry from the OMol25 dataset: C3H6AlF2NO7S2 as an isolated structure (wB97M-V/def2-TZVPD).

Last column: Löwdin charge in e.
Positions of all 22 atoms, in Å:
Al1 1.40928 1.40091 -1.94921  1.258
N1 -0.08402 0.36850 -1.92048  -0.302
S1 -0.24247 -1.03263 -2.41014  0.594
O1 -0.85205 -1.15860 -3.73168  -0.098
O2 -0.20683 -2.14371 -1.45753  -0.169
F1 1.34757 -0.94436 -2.70836  -0.146
S2 -1.67684 0.30223 -1.25494  0.713
O3 -1.78626 -0.13206 0.13183  -0.144
O4 -2.77535 -0.04615 -2.15493  -0.111
F2 -1.72696 1.90609 -1.21521  -0.127
C1 0.38545 -1.56588 0.45152  0.051
O5 0.19310 -0.24103 1.12616  0.026
C2 0.87026 0.85306 0.80415  -0.396
O6 1.53022 0.97701 -0.22587  0.111
O7 0.84381 1.73892 1.87320  0.065
C3 0.40519 1.39192 3.16542  0.006
H1 1.20033 -2.15025 0.87881  0.150
H2 0.67740 -1.53139 -0.59809  0.014
H3 -0.54146 -2.13773 0.49541  0.134
H4 0.48360 0.33916 3.43684  0.122
H5 -0.52387 1.91463 3.39282  0.126
H6 1.06990 1.89137 3.87027  0.121

## Properties
LUMO level: -14.40 eV
Max |F|: 13.17 eV/Å
Net charge: +2
HOMO level: -18.181 eV
Kohn-Sham gap: 3.78 eV

(8)
Entry from the OMol25 dataset: a single C3H6BClO2 molecule (wB97M-V/def2-TZVPD).

Last column: Löwdin charge in e.
Positions of all 13 atoms, in Å:
B1 0.42168 1.20059 0.01318  -0.680
C1 1.09847 -1.50397 -0.93082  0.171
C2 0.19287 -0.41776 -0.06209  -0.199
C3 -0.92658 -0.94175 0.59871  -0.541
O1 1.60992 1.83134 0.24060  0.171
O2 -0.60237 2.06984 0.11213  0.150
Cl1 -2.48391 -0.61508 -0.44562  0.481
H1 0.58621 -2.45095 -0.87955  0.022
H2 1.92720 -1.20611 -1.55524  0.035
H3 -0.76753 -2.10444 0.73129  0.118
H4 -1.19797 -0.41840 1.55288  0.090
H5 1.66676 2.76909 0.32402  0.092
H6 -1.52475 1.78760 0.30049  0.090

## Properties
LUMO level (alpha / beta): -0.52 / -0.52 eV
SMILES: C=C(CCl)B(O)O
Max |F|: 9.07 eV/Å
Energy relative to the best compared isomer or geometry (same formula, charge and spin): 54.73 kcal/mol
HOMO level (alpha / beta): -9.068 / -9.069 eV
Kohn-Sham gap (alpha / beta): 8.55 / 8.55 eV

(9)
Entry from the OMol25 dataset: a 2-piece molecular cluster, C3H6BNO2 overall (wB97M-V/def2-TZVPD).

Last column: Löwdin charge in e.
Positions of all 13 atoms, in Å:
B1 -0.79901 1.70683 0.15404  0.083
C1 2.35455 0.05067 -0.52290  0.044
C2 1.81239 -0.84130 0.25479  -0.040
C3 0.29461 -0.62289 0.50376  -0.482
N1 -0.15483 0.60822 0.27857  0.144
O1 -0.53703 -1.50025 0.67549  0.073
O2 -2.85816 -0.29126 -0.46315  -0.064
H1 -1.55743 2.55410 -0.00170  0.032
H2 3.28679 0.04812 -0.99953  0.053
H3 1.71254 0.85095 -0.83902  0.056
H4 2.11601 -1.65744 0.83552  0.088
H5 -2.11742 -0.73393 -0.06606  -0.029
H6 -3.55300 -0.17184 0.19020  0.042

## Properties
LUMO level: 0.07 eV
SMILES: [H]/B=N\C(=O)C=C.O
Max |F|: 4.78 eV/Å
Energy relative to the best compared isomer or geometry (same formula, charge and spin): 79.94 kcal/mol
HOMO level: -10.265 eV
Kohn-Sham gap: 10.34 eV

(10)
Entry from the OMol25 dataset: a 2-piece molecular cluster, C3H6BNO3 overall (wB97M-V/def2-TZVPD).

Last column: Löwdin charge in e.
Positions of all 14 atoms, in Å:
B1 -3.38111 0.20118 0.31814  -0.504
C1 -0.02284 0.07730 -1.20300  -0.153
C2 0.39115 1.26923 -0.37888  -0.130
C3 0.70840 -0.77040 0.66661  -0.310
N1 0.18576 -1.03089 -0.63532  0.062
O1 0.79141 0.59973 0.86697  -0.107
O2 -4.43784 -0.37709 -0.20739  0.251
O3 -2.49174 0.88446 0.73634  0.171
H1 -0.38260 0.02982 -2.19229  0.102
H2 -0.52321 1.92592 -0.21664  0.124
H3 -0.00664 -1.32100 1.37688  0.128
H4 1.69239 -1.35571 0.91962  0.142
H5 -4.83908 -0.95492 0.40550  0.101
H6 1.21483 1.70753 -0.97503  0.122

## Properties
LUMO level: -0.05 eV
SMILES: C1=NCOC1.O=BO
Max |F|: 3.39 eV/Å
Energy relative to the best compared isomer or geometry (same formula, charge and spin): 49.34 kcal/mol
HOMO level: -9.256 eV
Kohn-Sham gap: 9.20 eV

(11)
Entry from the OMol25 dataset: an isolated ion of composition C3H6Br2NS and charge +1 (wB97M-V/def2-TZVPD).

Last column: Löwdin charge in e.
Positions of all 13 atoms, in Å:
C1 0.23205 0.31873 -0.93668  -0.319
C2 -1.05124 0.11116 1.17287  -0.287
C3 1.37457 0.11258 0.05634  -1.505
N1 -0.87953 -0.45525 -0.24671  -0.034
S1 0.74521 0.43555 1.72188  0.870
Br1 1.95460 -1.91978 -0.18919  0.574
Br2 2.78998 1.22964 -0.39152  0.806
H1 0.01612 1.45732 -0.84352  0.152
H2 0.50046 0.09770 -2.05602  0.175
H3 -1.70438 1.00718 1.23959  0.119
H4 -1.44996 -0.73043 1.68493  0.081
H5 -1.76317 -0.20889 -0.90936  0.252
H6 -0.76473 -1.45550 -0.30261  0.117

## Properties
LUMO level: -4.04 eV
SMILES: BrC1(Br)C[NH2+]CS1
Max |F|: 5.84 eV/Å
Energy relative to the best compared isomer or geometry (same formula, charge and spin): 0.54 kcal/mol
Net charge: +1
HOMO level: -13.713 eV
Kohn-Sham gap: 9.67 eV

(12)
Entry from the OMol25 dataset: a 2-piece molecular cluster, C3H6BrF overall (wB97M-V/def2-TZVPD).

Last column: Löwdin charge in e.
Positions of all 11 atoms, in Å:
C1 -1.53733 -0.05239 1.07920  0.062
C2 1.49609 0.32526 -0.24970  -0.103
C3 0.06306 -0.14867 -0.63739  -0.801
F1 -0.54613 0.58439 -1.56002  -0.059
Br1 0.04435 -1.95086 -1.31834  0.683
H1 -1.51280 0.88097 1.61967  -0.004
H2 -2.29447 -0.11678 0.31397  0.000
H3 -1.21406 -0.88003 1.76418  0.029
H4 1.97707 0.42326 -1.23384  0.077
H5 2.10894 -0.40625 0.17325  0.048
H6 1.41527 1.34110 0.04903  0.067

## Properties
LUMO level: 0.39 eV
Max |F|: 4.29 eV/Å
Energy relative to the best compared isomer or geometry (same formula, charge and spin): 73.40 kcal/mol
HOMO level: -8.779 eV
Kohn-Sham gap: 9.17 eV